The following is a DFT calculation (ωB97M-V/def2-TZVPD) of C39H46BKN12S4 as an isolated structure.

```
103
Properties=species:S:1:pos:R:3:forces:R:3
K 0.005 0.169 -0.146 0.6 -0.4 0.2
C -3.042 -2.665 0.528 0.0 -0.1 0.1
C -3.264 -1.767 -0.645 0.1 0.0 0.1
C -4.133 -1.952 -1.726 0.0 0.1 -0.1
C -3.993 -0.801 -2.469 0.0 0.0 0.0
N -3.106 0.005 -1.856 0.1 -0.1 0.0
N -2.625 -0.601 -0.744 -0.1 0.2 0.0
B -2.655 1.385 -2.462 -0.1 0.1 0.1
N -1.428 1.195 -3.366 0.1 -0.1 0.0
C -1.270 1.291 -4.701 0.0 0.0 -0.1
C 0.037 0.989 -5.002 -0.1 0.0 0.0
C 0.628 0.702 -3.763 0.0 0.0 0.0
C 2.045 0.297 -3.521 0.1 0.0 0.0
N -0.256 0.818 -2.779 -0.1 0.1 -0.2
N -2.351 2.457 -1.363 0.1 0.0 0.0
C -2.614 3.770 -1.520 0.0 0.0 0.0
C -1.997 4.462 -0.503 0.0 0.0 -0.1
C -1.350 3.470 0.247 0.0 0.1 0.1
C -0.507 3.649 1.469 0.1 0.1 0.1
N -1.560 2.269 -0.282 -0.3 0.1 0.0
N -3.900 1.920 -3.190 0.0 0.0 -0.1
C -5.095 2.102 -2.586 -0.1 0.0 0.1
C -5.959 2.660 -3.495 0.1 0.0 0.1
C -5.188 2.798 -4.666 0.0 0.0 0.0
C -5.600 3.350 -5.991 0.0 0.0 -0.1
N -3.957 2.356 -4.470 0.1 0.0 -0.1
H -3.987 -3.045 0.917 0.0 0.0 0.0
H -2.521 -2.141 1.329 0.0 0.0 0.0
H -2.437 -3.538 0.273 0.0 0.0 0.0
H -4.776 -2.789 -1.931 0.0 0.0 0.0
H -4.470 -0.493 -3.383 0.0 0.0 0.0
H -2.095 1.591 -5.320 0.0 0.0 0.0
H 0.499 0.983 -5.973 0.0 0.0 0.0
H 2.699 0.742 -4.271 0.0 0.0 0.0
H 2.155 -0.787 -3.595 0.0 0.0 0.0
H 2.392 0.613 -2.537 0.0 -0.1 0.0
H -3.211 4.114 -2.347 0.0 0.1 0.0
H -2.006 5.524 -0.331 0.0 0.0 0.0
H -0.134 4.672 1.519 0.0 0.0 0.0
H 0.353 2.977 1.463 0.0 0.0 0.0
H -1.072 3.466 2.387 0.0 0.0 0.0
H -5.240 1.824 -1.555 0.0 0.0 0.0
H -6.990 2.930 -3.345 0.0 0.0 0.0
H -6.641 3.668 -5.972 0.0 0.0 0.0
H -5.491 2.602 -6.777 0.0 0.0 0.0
H -4.988 4.210 -6.264 0.0 0.0 0.0
C 1.822 -2.936 2.548 0.1 0.0 0.1
C 3.144 -2.959 1.788 0.0 -0.1 0.0
S 3.354 -1.539 0.692 0.0 0.1 0.0
C 3.881 -2.302 -0.856 0.1 -0.1 -0.1
C 2.934 -3.338 -1.453 0.1 -0.1 0.0
S 1.255 -2.718 -1.721 -0.1 0.1 -0.1
C 0.255 -4.023 -0.983 -0.1 -0.1 0.1
C 0.425 -4.291 0.514 0.0 -0.1 -0.1
S 0.311 -2.819 1.566 -0.1 0.1 0.1
H 1.776 -3.811 3.200 0.0 0.0 0.0
H 1.776 -2.061 3.200 0.0 0.0 0.0
H 3.958 -2.991 2.514 0.0 0.0 0.0
H 3.226 -3.871 1.199 0.0 0.0 0.0
H 3.997 -1.460 -1.542 0.0 0.0 0.0
H 4.870 -2.748 -0.736 0.0 0.0 0.0
H 3.355 -3.667 -2.404 0.0 0.0 0.0
H 2.888 -4.223 -0.819 0.0 0.0 0.0
H -0.770 -3.717 -1.200 0.0 0.1 0.0
H 0.412 -4.962 -1.519 0.0 0.0 0.0
H -0.342 -5.005 0.820 0.0 0.0 0.0
H 1.382 -4.775 0.707 0.0 0.0 0.0
N -2.194 0.250 4.479 0.1 0.0 0.0
C -3.560 0.045 4.310 0.1 0.0 0.0
C -4.350 -0.372 5.378 0.0 0.0 -0.1
C -5.703 -0.552 5.182 0.0 0.0 0.0
C -6.287 -0.325 3.931 0.0 0.0 0.0
C -5.511 0.082 2.872 0.1 0.0 0.0
C -4.132 0.274 3.053 -0.2 -0.1 0.1
S -3.184 0.772 1.702 0.1 0.1 -0.2
N -1.655 0.731 2.243 -0.2 0.1 0.0
C -1.327 0.552 3.482 0.0 -0.1 0.1
C 0.107 0.757 3.839 -0.1 0.0 0.0
C 0.472 1.211 5.099 0.1 0.0 0.0
C 1.817 1.472 5.335 0.0 0.0 0.0
C 2.717 1.277 4.306 0.0 0.0 0.0
C 2.245 0.824 3.077 0.0 0.0 0.0
N 0.968 0.560 2.841 -0.1 0.1 0.1
H -1.805 0.059 5.391 0.0 0.0 0.0
H -3.903 -0.550 6.347 0.0 0.0 0.0
H -6.321 -0.875 6.008 0.0 0.0 0.0
H -7.349 -0.473 3.799 0.0 0.0 0.0
H -5.943 0.250 1.894 0.0 0.0 0.0
H -0.259 1.414 5.871 0.0 0.0 0.0
H 2.143 1.838 6.299 0.0 0.0 0.0
H 3.771 1.480 4.434 0.0 0.0 0.0
H 2.922 0.671 2.247 0.0 0.0 0.0
C 3.884 3.424 -2.146 0.0 0.0 0.0
C 4.453 2.532 -1.249 0.0 0.0 0.0
C 3.619 1.836 -0.390 0.1 0.0 0.0
N 2.291 1.972 -0.369 0.1 0.1 0.0
C 1.760 2.839 -1.234 0.0 0.0 -0.1
C 2.509 3.580 -2.137 0.0 0.0 0.0
H 4.501 3.980 -2.840 0.0 0.0 0.0
H 5.522 2.371 -1.214 0.0 0.0 0.0
H 4.043 1.125 0.311 0.0 0.0 0.0
H 0.681 2.923 -1.233 0.0 0.0 0.0
H 2.011 4.253 -2.821 0.0 0.0 0.0
```
Positions in Å, forces in eV/Å.

Its spin multiplicity is 2. The HOMO energy (spin up / spin down) is -10.01 / -10.01 eV. As for the max |F|: 0.7 eV Å⁻¹. Its expectation value of S² is 0.76. The LUMO energy (spin up / spin down) is -3.357 / -5.328 eV. For the total energy, the calculation gives -4388.31051 hartree. The charge is +1. Its frontier orbital gap (spin up / spin down) is 6.7 / 4.7 eV.

Here are the Mulliken charges for atoms 1 to 99, given in e: 0.999, -0.815, 0.477, -1.874, -0.260, 0.647, 0.359, 0.386, -0.005, 0.103, -1.997, 0.254, -0.651, 0.470, 0.391, -0.246, -1.859, 0.123, -0.946, 0.838, 1.194, -0.460, -1.224, 0.507, -1.318, -1.359, 0.394, -0.067, 0.128, 0.546, 0.485, 0.596, 0.535, 0.453, 0.195, -0.215, 0.473, 0.587, 0.486, -0.021, 0.156, 0.518, 0.412, 0.377, 0.292, 0.292, -0.887, -1.252, 0.264, -0.888, -1.090, 0.217, -0.981, -1.298, 0.251, 0.581, 0.147, 0.618, 0.413, 0.262, 0.495, 0.576, 0.482, 0.202, 0.600, 0.659, 0.594, 0.216, -0.495, -0.909, -0.545, -0.845, -0.700, 1.116, 0.499, 0.325, 0.668, 0.070, -0.988, -0.928, -0.946, -0.103, 0.850, 0.278, 0.456, 0.409, 0.439, 0.536, 0.562, 0.441, 0.501, 0.052, -0.505, -0.928, -0.239, 0.367, -0.251, -0.989, 0.414


The following is a DFT calculation (ωB97M-V/def2-TZVPD) of C39H46P2Ru as an isolated structure.

```
88
Properties=species:S:1:pos:R:3:forces:R:3
Ru 0.109 0.261 -1.205 0.9 0.6 0.9
C 0.890 -1.909 0.294 0.7 -0.2 -1.6
C 0.838 -1.866 -1.111 0.4 -1.3 0.8
C -0.010 -2.823 -1.961 -0.2 -0.2 0.1
C -1.314 -2.225 -2.513 -0.2 0.0 -0.4
C -1.678 -0.905 -1.855 -0.5 -0.2 0.8
C -1.665 -0.716 -0.439 -1.8 -0.5 -1.3
C -1.618 -1.909 0.527 0.0 -0.1 0.4
C -0.258 -2.190 1.182 -0.4 -0.3 0.4
C -0.796 2.071 -0.974 -0.9 1.0 -0.2
H 1.900 -1.914 0.745 -0.7 0.8 0.0
H 1.757 -1.517 -1.627 -0.1 -0.4 0.4
H -0.234 -3.763 -1.428 0.2 0.5 0.1
H 0.621 -3.139 -2.806 -0.1 0.1 0.3
H -1.214 -2.085 -3.605 -0.2 0.1 0.5
H -2.113 -2.985 -2.413 0.1 0.5 0.1
H -2.287 -0.228 -2.484 0.5 -0.1 0.5
H -2.270 0.119 -0.060 0.4 -0.4 -0.2
H -2.033 -2.807 0.059 0.2 0.2 -0.3
H -2.336 -1.673 1.325 0.2 -0.1 -0.2
H -0.222 -1.603 2.116 0.3 -0.3 -0.7
H -0.138 -3.209 1.598 -0.3 0.1 -0.4
H -0.360 2.681 -0.168 0.0 -0.4 -0.2
H -1.887 2.081 -0.819 0.3 -0.1 -0.2
H -0.592 2.653 -1.896 0.0 -0.4 0.0
P 0.695 -0.347 -8.976 0.3 -1.1 0.0
P -2.063 0.842 -8.958 -1.6 -0.3 -1.7
C -0.685 -1.470 -9.307 -1.5 0.7 0.2
C -1.888 -0.876 -9.539 1.4 -0.5 0.2
C 1.851 -0.758 -10.380 0.1 0.8 -0.3
C 1.802 -1.985 -11.055 0.1 -0.3 0.0
C 2.746 -2.301 -12.042 0.0 0.3 0.1
C 3.717 -1.361 -12.408 -0.2 0.1 0.3
C 3.702 -0.081 -11.830 -0.1 -0.3 0.0
C 2.763 0.224 -10.841 0.0 -0.3 0.3
C 1.355 -1.132 -7.450 0.3 0.5 0.0
C 0.626 -0.932 -6.260 0.3 -0.2 -0.3
C 1.066 -1.527 -5.081 0.2 0.1 -0.1
C 2.235 -2.301 -5.066 -0.2 0.2 -0.3
C 2.972 -2.459 -6.245 -0.1 0.0 0.2
C 2.545 -1.868 -7.437 -0.2 0.0 0.3
C -3.090 1.376 -10.433 0.4 0.4 -0.1
C -2.443 1.376 -11.687 -0.3 -0.2 0.0
C -3.188 1.464 -12.866 -0.2 0.0 0.4
C -4.584 1.591 -12.795 0.2 0.1 0.0
C -5.226 1.663 -11.558 0.2 0.0 0.2
C -4.479 1.575 -10.376 0.0 -0.1 0.0
C -3.388 0.739 -7.690 0.6 0.2 0.8
C -3.708 1.910 -6.975 -0.1 -0.2 -0.2
C -4.812 1.926 -6.122 0.1 -0.2 0.0
C -5.571 0.763 -5.932 0.3 0.1 -0.1
C -5.197 -0.418 -6.581 0.2 0.0 0.0
C -4.083 -0.446 -7.433 -0.3 0.2 0.1
H -0.512 -2.545 -9.205 -0.1 0.2 -0.7
H -2.740 -1.312 -10.076 0.2 -0.2 0.6
H 1.025 -2.710 -10.817 0.3 0.1 0.0
H 2.731 -3.284 -12.525 -0.1 0.4 0.2
H 4.485 -1.619 -13.142 -0.3 0.1 0.2
H 4.434 0.669 -12.154 -0.4 -0.3 0.2
H 2.737 1.225 -10.411 0.1 -0.2 0.0
H -0.276 -0.316 -6.273 0.2 -0.2 0.0
H 0.508 -1.364 -4.160 0.2 0.0 -0.3
H 2.565 -2.769 -4.133 0.0 0.2 -0.4
H 3.889 -3.045 -6.233 -0.2 0.1 0.0
H 3.127 -1.981 -8.352 -0.1 0.0 0.3
H -1.360 1.248 -11.739 -0.2 0.1 0.0
H -2.689 1.426 -13.835 -0.1 0.0 0.3
H -5.171 1.649 -13.715 0.2 0.0 0.3
H -6.313 1.782 -11.494 0.5 -0.1 -0.1
H -4.994 1.610 -9.415 0.1 0.0 -0.3
H -3.093 2.801 -7.108 -0.3 -0.1 0.0
H -5.080 2.842 -5.595 0.1 -0.2 -0.2
H -6.431 0.776 -5.252 0.4 0.0 -0.4
H -5.770 -1.331 -6.416 0.2 0.2 -0.1
H -3.762 -1.372 -7.909 -0.3 0.2 0.1
C 1.400 0.437 2.494 -0.2 0.0 0.1
C 1.358 1.459 1.358 -0.2 -0.3 0.1
C 2.325 2.578 1.778 -0.1 0.1 -0.3
C 1.718 0.777 -0.003 1.4 0.3 1.0
H 2.360 -0.104 2.473 -0.3 0.1 0.1
H 0.570 -0.267 2.407 0.5 0.4 0.3
H 1.335 0.955 3.461 -0.1 -0.3 -0.3
H 0.334 1.857 1.268 0.6 -0.1 0.4
H 3.339 2.170 1.933 -0.3 0.2 -0.2
H 2.336 3.408 1.063 0.2 -0.1 0.1
H 1.989 2.973 2.747 0.1 0.0 -0.3
H 2.180 1.503 -0.688 -0.2 0.1 -0.2
H 2.497 0.012 0.191 -0.4 0.5 -0.3
```
Positions in Å, forces in eV/Å.

Its spin multiplicity is 5. The HOMO energy (spin up / spin down) is -13.04 / -13.31 eV. As for the max |F|: 2.3 eV Å⁻¹. Its expectation value of S² is 6.03. The LUMO energy (spin up / spin down) is -5.420 / -7.882 eV. For the total energy, the calculation gives -2290.48727 hartree. The charge is +2. Its frontier orbital gap (spin up / spin down) is 7.6 / 5.4 eV.

Table of Mulliken atomic charges, one value per atom, all in e: 0.151, 0.288, -0.976, -0.710, -1.127, -0.326, 0.154, -1.266, -0.697, -1.272, 0.656, 0.609, 0.476, 0.243, 0.512, 0.417, 0.584, 0.625, 0.343, 0.541, 0.246, 0.447, 0.367, 0.372, 0.353, 0.440, 0.217, -0.402, -0.873, 0.266, 0.148, -0.652, -0.467, -0.579, -0.456, 0.748, -0.750, -0.123, -0.723, -0.819, -0.606, 0.368, -0.314, -0.682, -0.407, -0.648, -0.221, 0.452, -0.431, -0.682, -0.516, -0.744, -0.086, 0.706, 0.778, 0.323, 0.400, 0.391, 0.388, 0.396, 0.340, 0.459, 0.377, 0.400, 0.369, 0.415, 0.396, 0.380, 0.392, 0.296, 0.419, 0.477, 0.440, 0.433, 0.426, -1.420, 1.057, -1.613, -1.196, 0.374, -0.097, 0.518, 0.068, 0.351, 0.402, 0.421, 0.779, 0.486


The following is a DFT calculation (ωB97M-V/def2-TZVPD) of C39H47CsN5O3P2Se2Te2 as an isolated structure.

```
101
Properties=species:S:1:pos:R:3:forces:R:3
Cs 0.819 -0.587 -0.218 1.9 0.1 2.6
C -0.845 -5.237 -3.238 -0.1 -0.2 0.2
N -0.991 -4.574 -1.949 0.3 0.3 -0.2
C -0.957 -5.446 -0.787 0.0 -0.1 0.0
C -0.517 -3.309 -1.779 -0.2 0.0 -0.4
O -0.404 -2.783 -0.686 -0.9 -1.0 -0.2
C -0.194 -2.518 -3.055 0.0 0.3 0.3
O 0.037 -1.156 -2.689 -0.1 -0.2 -0.9
C 0.569 -0.397 -3.755 0.0 0.0 0.1
C 1.021 0.987 -3.243 -0.2 -0.3 0.0
O 0.967 1.255 -2.055 -0.1 0.8 -0.9
N 1.472 1.879 -4.160 -0.1 -0.5 -0.1
C 1.892 3.189 -3.716 0.0 0.1 -0.1
C 1.592 1.587 -5.571 0.1 0.1 0.0
H -1.405 -6.172 -3.199 0.1 0.0 0.0
H 0.211 -5.448 -3.434 0.0 0.0 -0.1
H -1.284 -4.645 -4.039 0.1 0.1 0.0
H -1.839 -6.089 -0.786 0.0 0.0 0.0
H -0.940 -4.845 0.117 0.0 0.0 0.0
H -0.048 -6.054 -0.811 0.0 0.0 0.0
H -1.038 -2.558 -3.752 0.0 -0.1 -0.1
H 0.715 -2.954 -3.486 -0.1 -0.1 -0.1
H -0.194 -0.269 -4.535 0.0 0.0 0.0
H 1.439 -0.910 -4.185 0.0 0.0 0.0
H 1.770 3.262 -2.640 0.0 0.0 0.0
H 1.290 3.958 -4.209 0.0 0.0 0.0
H 2.943 3.360 -3.966 0.0 0.0 0.0
H 1.350 0.553 -5.786 0.0 0.0 0.0
H 2.618 1.753 -5.907 0.0 0.1 0.0
H 0.923 2.219 -6.162 0.0 0.0 0.0
Se 4.715 -0.063 1.424 -0.1 -0.2 -0.5
Te 4.395 -1.251 -0.804 0.2 0.0 0.2
Te 2.970 -3.487 0.002 0.4 -0.4 -0.5
Se 2.745 -4.652 -2.246 -0.1 0.3 0.4
C -2.318 2.587 1.881 -0.2 -0.2 0.1
C -2.658 2.392 0.389 0.0 0.4 -0.1
P -2.091 0.777 -0.288 -0.7 0.0 -0.4
C -2.487 0.955 -2.099 -0.2 0.0 0.5
C -3.085 -0.068 -2.829 0.0 -0.2 -0.1
C -3.237 0.024 -4.209 0.0 0.0 0.2
C -2.805 1.152 -4.891 0.0 0.1 0.0
C -2.210 2.186 -4.178 0.0 -0.2 0.2
C -2.053 2.077 -2.800 0.2 0.3 -0.1
C -3.397 -0.384 0.305 0.4 0.0 0.0
C -2.942 -1.543 0.936 -0.1 -0.3 0.1
C -3.852 -2.478 1.436 0.3 0.3 -0.1
C -5.210 -2.259 1.307 -0.2 0.0 0.0
C -5.677 -1.105 0.678 0.2 -0.2 0.1
C -4.772 -0.182 0.185 -0.1 0.2 -0.1
C -0.945 3.214 2.181 0.0 0.4 -0.2
P 0.526 2.177 1.734 -0.1 -0.2 0.1
C 1.036 1.582 3.390 0.0 0.0 0.0
C 2.370 1.552 3.787 0.0 0.0 0.0
C 2.730 0.972 4.998 0.0 0.0 -0.1
C 1.767 0.423 5.828 -0.1 -0.1 0.1
C 0.431 0.444 5.444 0.2 0.1 -0.1
C 0.080 1.012 4.229 -0.3 -0.1 0.1
C 1.853 3.359 1.321 0.0 0.2 0.1
C 1.960 4.611 1.932 0.0 0.0 0.0
C 3.004 5.467 1.628 0.1 -0.1 -0.1
C 3.975 5.064 0.712 0.0 0.1 0.0
C 3.889 3.823 0.108 -0.2 -0.2 0.0
C 2.826 2.969 0.400 0.0 0.1 -0.1
H -2.443 1.638 2.415 0.1 0.0 -0.1
H -3.085 3.237 2.315 0.1 0.1 0.0
H -2.149 3.167 -0.195 0.0 0.0 0.0
H -3.727 2.543 0.210 0.0 -0.1 0.1
H -3.429 -0.967 -2.330 0.0 0.0 0.1
H -3.701 -0.797 -4.741 0.0 0.0 0.0
H -2.928 1.228 -5.964 0.0 0.0 0.0
H -1.856 3.078 -4.677 0.0 0.0 -0.1
H -1.542 2.885 -2.288 0.0 0.0 0.1
H -1.882 -1.773 1.029 -0.1 0.2 -0.1
H -3.468 -3.369 1.914 -0.1 -0.1 0.0
H -5.911 -2.988 1.695 0.0 0.0 0.0
H -6.741 -0.936 0.574 0.0 0.0 0.0
H -5.144 0.709 -0.311 0.0 0.0 0.0
H -0.889 3.502 3.235 -0.1 0.0 0.0
H -0.864 4.142 1.601 0.0 0.0 0.0
H 3.131 1.935 3.122 0.1 0.0 0.0
H 3.773 0.910 5.278 0.0 0.0 0.0
H 2.061 -0.058 6.753 0.0 0.0 0.0
H -0.340 -0.005 6.056 0.0 0.0 0.1
H -0.967 0.962 3.943 0.1 0.1 -0.1
H 1.225 4.911 2.671 0.0 0.0 0.0
H 3.075 6.432 2.115 0.0 0.0 0.0
H 4.806 5.720 0.481 0.0 0.0 0.0
H 4.652 3.479 -0.577 0.1 0.1 0.0
H 2.794 2.002 -0.098 -0.1 0.1 0.2
N 4.008 -2.132 4.292 -0.6 -0.4 0.2
C 2.664 -2.432 4.169 0.8 0.5 -0.6
C 1.996 -1.890 3.034 0.1 -0.3 0.1
N 0.747 -2.157 2.774 -0.6 0.3 0.3
C 0.081 -2.887 3.701 0.4 -0.1 -0.1
C 0.727 -3.374 4.806 0.1 0.0 0.1
N 2.040 -3.170 5.057 -0.5 -0.2 0.2
H 4.461 -1.825 3.433 0.1 0.1 0.1
H 4.530 -2.767 4.876 0.0 0.0 0.0
H 2.592 -1.284 2.352 -0.2 0.0 -0.1
H -0.966 -3.112 3.544 0.0 0.1 -0.2
H 0.165 -3.961 5.524 0.1 0.0 0.1
```
Positions in Å, forces in eV/Å.

The HOMO energy is -2.81 eV. As for the max |F|: 3.2 eV Å⁻¹. The LUMO energy is 1.599 eV. For the total energy, the calculation gives -8055.71965 hartree. The charge is -1. Its frontier orbital gap is 4.4 eV.

Here are the Mulliken charges for atoms 1 to 99, given in e: 1.828, -0.963, 0.283, -0.945, -0.128, 0.162, -1.109, 0.322, -1.913, -0.102, 0.325, 0.442, -0.911, -1.057, 0.378, 0.212, 0.271, 0.325, 0.232, 0.279, 0.255, 0.355, 0.491, 0.722, 0.100, 0.324, 0.330, 0.378, 0.342, 0.303, -0.611, -0.204, 0.138, -0.773, -0.768, -1.306, 0.942, 0.716, -0.802, -0.501, -0.843, -0.402, -0.462, -0.232, 0.009, -0.543, -0.631, -0.791, -0.157, -1.543, 2.001, 0.530, -0.735, -0.775, -0.464, -0.860, -0.464, -0.176, -0.139, -0.768, -0.478, -1.072, -0.163, 0.149, 0.509, 0.459, 0.590, 0.340, 0.408, 0.374, 0.482, -0.072, 0.156, 0.435, 0.371, 0.409, 0.315, 0.623, 0.547, 0.467, 0.363, 0.325, 0.411, 0.114, 0.351, 0.413, 0.366, 0.484, 0.309, -0.221, 0.247, 0.753, 0.648, -0.320, -0.655, -0.752, 0.048, 0.277, -0.631


- The highest total energy belongs to which entry?
  C39H46P2Ru


- Among the records above, which one has the highest charge?
  C39H46P2Ru